An isolated molecule of CHF3 at a distorted geometry. Source: the OMol25 dataset; level of theory: wB97M-V/def2-TZVPD.

Computed properties:
Energy relative to the best compared isomer or geometry (same formula, charge and spin) in kcal/mol: 14.3
HOMO-LUMO gap in eV: 14.96
E_HOMO in eV: -13.9
Charge: 0
Total energy in Eh: -338.2889
Structure (SMILES): FC(F)F

Atoms and positions in Å:
F (-0.419, 0.264, -1.190)
C (-0.045, -0.067, 0.047)
F (1.182, 0.389, 0.025)
F (-0.793, 0.467, 0.884)
H (0.075, -1.053, 0.234)

Charges per atom according to natural (NBO) partitioning, unit e: F -0.339; C 0.873; F -0.336; F -0.287; H 0.090